1.
Computed, not measured: an isolated molecule of CH3NOS2 in a non-equilibrium geometry, with wB97M-V/def2-TZVPD.

Geometry as XYZ:
```
8
Properties=species:S:1:pos:R:3:lowdin_charge:R:1
C -1.133 0.066 -0.130 -0.35
N 1.348 0.431 0.676 -0.45
O 2.400 0.928 0.679 -0.06
S 0.478 0.125 -0.899 0.57
S 1.143 -1.725 -0.547 0.20
H -1.410 1.024 0.135 0.02
H -0.992 -0.501 0.819 0.06
H -1.833 -0.349 -0.734 0.01
```

For the orbital gap (spin up / spin down), the calculation gives 7.80 / 6.55 eV. Its multiplicity is 3. The value obtained for the energy above the lowest of the compared OMol25 structures with the same formula, charge and spin is 202.7 kJ/mol. The calculation puts the energy at -966.08901 a.u.



2.
Computed, not measured: an isolated molecule of CH3NOSi in a non-equilibrium geometry, with wB97M-V/def2-TZVPD.

Geometry as XYZ:
```
7
Properties=species:S:1:pos:R:3:lowdin_charge:R:1
N -2.630 2.097 -1.146 0.07
C -1.886 1.280 -0.931 -0.31
Si -0.371 0.484 -0.140 0.49
O -0.433 -0.980 -0.826 -0.20
H -0.320 0.600 1.346 -0.04
H 0.835 1.265 -0.386 -0.05
H 0.150 -1.697 -0.682 0.04
```

For the orbital gap, the calculation gives 11.77 eV. Its multiplicity is 1. The value obtained for the energy above the lowest of the compared OMol25 structures with the same formula, charge and spin is 0.0 kJ/mol. The calculation puts the energy at -459.40885 a.u. The SMILES is N#C[SiH2]O.



3.
Computed, not measured: an isolated molecule of CH3NP2 in a non-equilibrium geometry, with wB97M-V/def2-TZVPD.

Geometry as XYZ:
```
7
Properties=species:S:1:pos:R:3:lowdin_charge:R:1
N 2.402 0.467 0.315 0.05
C 1.448 0.370 -0.296 -0.60
P -0.059 -0.155 -1.296 0.57
P -1.303 -0.209 0.488 0.48
H -0.646 1.189 -1.284 -0.12
H -1.336 -1.553 0.496 -0.21
H -0.505 -0.110 1.578 -0.17
```

For the orbital gap, the calculation gives 10.22 eV. Its multiplicity is 1. The value obtained for the energy above the lowest of the compared OMol25 structures with the same formula, charge and spin is 24.2 kJ/mol. The calculation puts the energy at -777.30191 a.u. The SMILES is N#C[PH]#[PH2].



4.
Computed, not measured: a structure of composition CH3NS2 in a non-equilibrium geometry, with wB97M-V/def2-TZVPD.

Geometry as XYZ:
```
7
Properties=species:S:1:pos:R:3:lowdin_charge:R:1
C 1.801 -0.415 0.452 -1.18
N -2.154 0.029 -0.306 -0.03
S 3.292 -0.519 -0.135 0.63
S 0.742 0.061 -0.850 0.64
H 1.474 -0.299 1.508 0.03
H -2.498 0.659 0.452 -0.05
H -2.658 0.484 -1.122 -0.04
```

For the orbital gap, the calculation gives 5.53 eV. Its multiplicity is 1. The value obtained for the energy above the lowest of the compared OMol25 structures with the same formula, charge and spin is 482.5 kJ/mol. The calculation puts the energy at -890.84452 a.u.



5.
Computed, not measured: an isolated molecule of CH3NS2 in a non-equilibrium geometry, with wB97M-V/def2-TZVPD.

Geometry as XYZ:
```
7
Properties=species:S:1:pos:R:3:lowdin_charge:R:1
S -1.597 -0.931 -0.149 0.70
N -0.152 -0.281 0.510 -0.80
C 0.690 0.675 -0.229 -0.58
S 1.474 -0.894 -0.027 0.72
H -1.976 -0.890 1.082 -0.16
H 0.390 0.743 -1.294 0.06
H 1.171 1.578 0.106 0.06
```

For the orbital gap, the calculation gives 9.10 eV. Its multiplicity is 1. The value obtained for the energy above the lowest of the compared OMol25 structures with the same formula, charge and spin is 235.7 kJ/mol. The calculation puts the energy at -890.93855 a.u. The SMILES is SN1CS1.



6.
Computed, not measured: a structure of composition CH3NS3 in a non-equilibrium geometry, with wB97M-V/def2-TZVPD.

Geometry as XYZ:
```
8
Properties=species:S:1:pos:R:3:lowdin_charge:R:1
C -0.739 0.350 -0.109 -1.26
N 0.738 -0.778 -0.411 -0.59
S -0.218 1.767 0.426 0.63
S -2.110 -0.470 -0.519 0.83
S 2.144 0.059 -0.574 0.65
H 0.513 -1.413 0.419 0.06
H -2.852 0.359 0.095 -0.15
H 2.524 0.126 0.673 -0.17
```

For the orbital gap, the calculation gives 8.24 eV. Its multiplicity is 1. The value obtained for the energy above the lowest of the compared OMol25 structures with the same formula, charge and spin is 198.4 kJ/mol. The calculation puts the energy at -1289.11618 a.u.



7.
Computed, not measured: an isolated molecule of CH3NSSi in a non-equilibrium geometry, with wB97M-V/def2-TZVPD.

Geometry as XYZ:
```
7
Properties=species:S:1:pos:R:3:lowdin_charge:R:1
Si -0.970 0.091 0.487 0.57
N 0.303 0.085 -0.719 -0.15
C 1.510 -0.028 -0.881 -0.89
S 2.824 -0.396 -1.593 0.73
H -1.073 -1.320 0.972 -0.08
H -1.978 0.977 -0.106 -0.08
H -0.617 0.591 1.841 -0.10
```

For the orbital gap, the calculation gives 9.87 eV. Its multiplicity is 1. The value obtained for the energy above the lowest of the compared OMol25 structures with the same formula, charge and spin is 49.0 kJ/mol. The calculation puts the energy at -782.32299 a.u. The SMILES is [SiH3]N=C=S.



8.
Computed, not measured: the ion CH3O with charge -1 in a non-equilibrium geometry, with wB97M-V/def2-TZVPD.

Geometry as XYZ:
```
5
Properties=species:S:1:pos:R:3:lowdin_charge:R:1
C -0.004 0.012 0.045 -0.59
O -0.767 0.436 1.045 -0.45
H -0.451 0.079 -1.033 0.02
H 0.954 0.567 -0.134 0.01
H 0.267 -1.093 0.076 0.02
```

For the orbital gap, the calculation gives 7.05 eV. Its multiplicity is 1. The value obtained for the energy above the lowest of the compared OMol25 structures with the same formula, charge and spin is 3.2 kJ/mol. The calculation puts the energy at -115.09868 a.u. The SMILES is C[O-]. As for the net charge: -1.